Entry 1:
The following is a quantum chemistry calculation of a structure of composition C33H32CdN7O5PS4, from the OMol25 dataset.

```
83
Properties=species:S:1:pos:R:3:lowdin_charge:R:1
Cd -0.058 -0.542 0.155 1.17
S -0.280 -3.885 3.503 0.28
C -0.337 -2.645 2.368 -1.87
S -0.994 -2.930 0.764 0.32
S 0.229 -1.050 2.691 0.29
O -0.964 4.138 0.597 0.00
C -0.035 3.353 0.806 -0.64
O 0.234 2.275 0.193 -0.21
C 0.966 3.679 1.908 -0.15
C 0.699 4.749 2.752 -0.03
C 1.600 5.120 3.739 -0.10
C 2.790 4.418 3.867 -0.10
C 3.066 3.353 3.021 -0.08
C 2.161 2.958 2.032 -0.27
P 2.453 1.499 0.928 1.06
C 4.094 0.922 1.591 -0.40
C 5.364 1.223 1.111 -0.10
C 6.494 0.629 1.664 -0.11
C 6.372 -0.275 2.710 -0.12
C 5.108 -0.584 3.201 -0.09
C 3.985 0.000 2.639 -0.14
C 3.010 2.302 -0.643 -0.35
C 3.477 1.466 -1.662 -0.12
C 3.821 1.978 -2.904 -0.10
C 3.702 3.339 -3.160 -0.12
C 3.239 4.179 -2.156 -0.10
C 2.894 3.663 -0.912 -0.08
H -0.232 5.280 2.604 0.11
H 1.378 5.952 4.398 0.09
H 3.510 4.696 4.629 0.09
H 3.999 2.820 3.140 0.09
H 5.487 1.932 0.302 0.10
H 7.475 0.875 1.271 0.09
H 7.254 -0.745 3.130 0.09
H 4.995 -1.308 3.998 0.10
H 2.997 -0.297 2.982 0.05
H 3.537 0.395 -1.485 0.06
H 4.168 1.308 -3.684 0.10
H 3.960 3.739 -4.134 0.09
H 3.135 5.242 -2.342 0.09
H 2.522 4.337 -0.151 0.10
C 0.379 1.256 -5.374 -0.05
N 0.876 0.426 -4.300 -0.09
C 1.077 -0.992 -4.454 -0.06
C 1.072 -1.472 -3.003 -0.50
O 1.277 -2.628 -2.701 0.03
N 0.760 -0.413 -2.185 0.10
C 0.577 0.648 -2.986 -0.44
N 0.182 1.843 -2.597 0.25
H 0.772 0.869 -6.314 0.08
H 0.747 2.279 -5.268 0.08
H -0.713 1.251 -5.415 0.08
H 2.035 -1.227 -4.924 0.12
H 0.263 -1.473 -5.002 0.13
H 0.026 2.083 -1.603 0.08
H 0.070 2.572 -3.275 0.10
C -5.043 0.963 -4.276 -0.06
N -4.342 0.708 -3.039 -0.08
C -4.919 0.999 -1.836 -0.10
C -4.254 0.860 -0.685 0.00
C -2.873 0.392 -0.746 -0.53
O -2.213 0.297 0.309 -0.14
N -2.338 0.079 -1.943 0.17
C -2.998 0.249 -3.092 -0.52
O -2.526 0.044 -4.221 -0.03
H -6.114 0.818 -4.124 0.08
H -4.679 0.272 -5.031 0.08
H -4.873 1.982 -4.639 0.08
H -5.947 1.342 -1.881 0.11
H -4.702 1.083 0.271 0.10
C 4.787 -3.980 -1.298 -0.06
N 3.523 -4.407 -0.749 -0.14
C 2.970 -5.679 -0.832 -0.09
C 1.724 -5.600 -0.322 -0.08
N 1.519 -4.290 0.041 0.05
C 2.605 -3.539 -0.222 -0.79
S 2.801 -1.900 0.041 0.60
H 5.429 -4.851 -1.425 0.08
H 5.248 -3.268 -0.616 0.06
H 4.639 -3.482 -2.258 0.09
H 3.525 -6.520 -1.208 0.10
H 0.972 -6.355 -0.182 0.11
H 0.647 -3.871 0.393 -0.07
```

charge = -2
E_HOMO = -1.4 eV

***

Entry 2:
The following is a quantum chemistry calculation of an isolated molecule of C4H8N2O2, from the OMol25 dataset.

```
16
Properties=species:S:1:pos:R:3:lowdin_charge:R:1
C 1.401 0.134 0.009 -0.34
C -0.683 0.514 -0.759 -0.13
C -0.333 -1.022 -0.524 -0.05
C -0.915 -1.849 0.594 -0.29
N 0.591 1.091 -0.348 -0.17
N 0.747 2.482 -0.110 0.09
O 2.373 -0.041 0.615 0.13
O -0.815 -1.221 1.852 -0.06
H -0.899 0.530 -1.787 0.08
H -1.535 0.971 -0.167 0.14
H 0.124 -1.300 -1.433 0.07
H -0.471 -2.794 0.468 0.09
H -2.042 -1.959 0.343 0.15
H 0.627 2.838 -1.052 0.08
H 1.674 2.713 0.325 0.12
H 0.156 -1.090 1.973 0.10
```

E_HOMO = -8.1 eV

***

Entry 3:
The following is a quantum chemistry calculation of a structure of composition C8H12Br6Fe2O6, from the OMol25 dataset.

```
34
Properties=species:S:1:pos:R:3:lowdin_charge:R:1
Fe -1.121 -3.028 -1.604 1.11
Fe -0.845 -3.389 1.516 1.12
C -0.619 -1.281 0.176 -0.71
O -0.030 -1.327 -0.994 -0.11
O 0.002 -1.454 1.309 -0.10
O -1.682 -2.034 0.152 -0.18
C -1.315 -5.129 -0.241 -0.71
O -2.013 -4.877 -1.306 -0.09
O -1.820 -5.146 0.968 -0.10
O -0.207 -4.434 -0.212 -0.18
Br -3.866 1.814 -1.604 0.63
C -2.142 2.438 -2.238 -0.73
C -1.427 1.297 -2.928 -0.71
Br 0.217 1.981 -3.716 0.64
H -1.531 2.814 -1.422 -0.02
H -2.305 3.255 -2.936 0.05
H -2.066 0.848 -3.684 0.05
H -1.127 0.512 -2.237 0.02
Br -0.718 2.919 1.280 0.65
C -0.191 1.567 2.615 -0.72
C 0.350 2.263 3.821 -0.69
Br 0.823 0.873 5.120 0.61
H 0.524 0.936 2.104 -0.01
H -1.086 0.996 2.844 0.05
H -0.322 2.938 4.334 0.05
H 1.277 2.777 3.577 0.04
Br 4.983 -0.427 -1.058 0.60
C 3.049 -0.497 -0.764 -0.70
C 2.477 0.878 -0.554 -0.71
Br 3.161 1.704 1.051 0.66
H 2.867 -1.156 0.080 0.05
H 2.632 -0.975 -1.644 0.05
H 1.404 0.823 -0.395 0.02
H 2.666 1.517 -1.412 0.05
```

2S+1 = 9
⟨S²⟩ = 20.02
E_HOMO (spin up / spin down) = -9.9 / -9.9 eV

***

Entry 4:
The following is a quantum chemistry calculation of a structure of composition C28H52FeN2O2Si2, from the OMol25 dataset.

```
87
Properties=species:S:1:pos:R:3:lowdin_charge:R:1
O -2.664 2.385 -2.062 -0.19
O -5.787 -1.568 -1.400 -0.18
C -3.337 2.654 -0.819 -0.27
C -3.299 4.124 -0.406 -0.08
H -2.843 2.041 -0.038 0.10
H -4.398 2.352 -0.897 0.11
H -2.293 4.472 -0.126 0.06
H -3.953 4.246 0.475 0.08
H -3.717 4.789 -1.180 0.08
C -3.373 1.417 -2.861 -0.27
C -4.865 1.598 -3.072 -0.08
H -3.239 0.434 -2.381 0.10
H -2.831 1.400 -3.813 0.11
H -5.392 0.858 -2.465 0.06
H -5.068 1.346 -4.114 0.08
H -5.260 2.596 -2.872 0.08
C -4.948 -2.602 -1.920 -0.28
C -6.331 -1.811 -0.110 -0.28
C -4.869 -2.401 -3.423 -0.07
H -5.365 -3.607 -1.703 0.12
H -3.944 -2.533 -1.458 0.11
H -5.877 -2.472 -3.852 0.08
H -4.255 -3.184 -3.873 0.08
H -4.440 -1.421 -3.673 0.06
C -7.827 -1.550 -0.064 -0.08
H -5.835 -1.109 0.572 0.11
H -6.140 -2.842 0.228 0.12
H -8.090 -0.544 -0.399 0.08
H -8.184 -1.673 0.960 0.07
H -8.361 -2.271 -0.687 0.08
H -1.049 -1.359 0.912 -0.01
Fe -0.002 1.771 -1.157 0.59
C -1.985 -1.726 1.296 -0.17
Si -1.968 -2.386 3.056 0.48
H -2.663 -0.862 1.217 0.03
H -2.345 -2.479 0.579 0.02
C -3.395 -1.629 4.051 -0.19
C -0.293 -2.142 3.869 -0.19
C -2.324 -4.252 2.881 -0.20
C 0.597 3.109 -2.369 -0.32
Si 0.797 1.609 -3.532 0.40
H 1.524 3.612 -2.015 0.02
H -0.195 3.887 -2.504 0.02
C 0.120 2.243 -5.154 -0.18
C -0.224 0.075 -3.013 -0.18
C 2.579 1.027 -3.683 -0.16
H -3.043 -4.402 2.060 0.02
H -2.746 -4.681 3.805 0.03
H -1.405 -4.801 2.627 0.03
H -3.239 -0.553 4.226 0.03
H -3.517 -2.127 5.028 0.03
H -4.346 -1.741 3.506 0.02
H -0.051 -1.080 4.040 0.03
H 0.520 -2.570 3.260 0.03
H -0.271 -2.675 4.835 0.03
H -0.705 -0.224 -3.958 0.05
H -1.051 0.166 -2.273 0.02
H 0.424 -0.759 -2.710 0.01
H 2.777 0.851 -4.750 0.03
H 2.767 0.092 -3.132 0.02
H 3.276 1.787 -3.304 0.04
H 0.738 1.874 -5.983 0.03
H 0.155 3.340 -5.111 0.03
H -0.922 1.922 -5.280 0.02
C 3.678 -2.811 -1.187 -0.09
C 2.287 -2.832 -1.339 -0.09
C 1.515 -1.763 -0.889 -0.06
C 2.154 -0.600 -0.399 -0.27
C 3.527 -0.650 -0.102 -0.03
C 4.294 -1.735 -0.530 -0.08
N 1.487 0.625 -0.214 -0.01
N 2.184 1.368 0.645 0.11
C 1.369 2.259 1.297 -0.32
C 1.883 2.925 2.449 -0.02
C 1.025 3.680 3.235 -0.10
C -0.328 3.776 2.873 -0.07
C -0.796 3.164 1.687 -0.13
C 0.058 2.465 0.842 -0.12
H 4.274 -3.647 -1.560 0.10
H 1.800 -3.689 -1.807 0.11
H 0.426 -1.787 -0.925 0.09
H 3.974 0.190 0.432 0.10
H 5.369 -1.727 -0.349 0.10
H 2.933 2.784 2.692 0.10
H 1.381 4.192 4.130 0.10
H -1.026 4.353 3.486 0.10
H -1.854 3.228 1.435 0.05
```

2S+1 = 5
⟨S²⟩ = 6.04
E_HOMO (spin up / spin down) = -6.6 / -7.8 eV

***

Entry 5:
The following is a quantum chemistry calculation of an isolated molecule of CH5N3O, from the OMol25 dataset.

```
10
Properties=species:S:1:pos:R:3:lowdin_charge:R:1
N 0.306 0.642 -1.178 -0.07
N -0.825 -0.101 -0.680 -0.05
C -0.375 -0.408 0.657 -0.68
N 0.913 -0.705 1.025 0.13
O -1.347 -0.647 1.263 0.06
H -0.153 0.565 -2.197 0.14
H 0.292 1.599 -0.865 0.06
H -1.565 0.680 -0.473 0.16
H 1.054 -1.108 2.045 0.17
H 1.700 -0.516 0.402 0.09
```

E_HOMO = -9.6 eV
structure (SMILES) = NNC(N)=O

***

For the records above, the corresponding relative energy (zero: lowest compared OMol25 entry of this formula, charge and spin) values read 1.3, 119.4, 0.0, 0.0, 41.3 kcal per mole.
For the records above, the corresponding F_max values read 1.12, 5.46, 7.08, 3.31, 6.26 eV Å⁻¹.